# C15H4ClCsF5INOS

A structure of composition C15H4ClCsF5INOS (ωB97M-V with the def2-TZVPD basis set, the Open Molecules 2025 dataset).

Results
- ΔE to the lowest compared entry with this formula, charge and spin: 14.3 kcal/mol
- E_tot: -64753.43014 eV
- Net charge: -1
- Strongest force on any atom: 0.049 Eh/bohr
- HOMO energy: -4.45 eV
- Gap between HOMO and LUMO: 6.51 eV
- LUMO level: 0.07582 Ha

Atoms and positions in Å:
Cs -0.877 0.121 0.105
I -2.055 -4.592 -2.288
Cl 3.295 -4.722 -4.258
S -2.257 2.960 0.313
F -2.912 3.969 6.091
F -1.605 1.731 5.214
F -3.912 5.718 4.266
F -3.634 5.274 1.645
F -1.307 1.250 2.609
O -0.823 -1.947 -1.089
N 1.668 -0.813 -1.294
C 3.909 -0.854 -2.123
C 2.859 -0.274 -1.393
C -3.270 4.619 3.840
C -3.119 4.378 2.492
C 2.416 -2.654 -2.687
C -1.965 2.380 2.974
C -2.105 2.606 4.327
C 2.091 -3.871 -3.316
C 3.685 -2.039 -2.765
C 0.834 -4.407 -3.201
C -0.136 -3.748 -2.456
C -2.453 3.246 1.981
C 0.067 -2.528 -1.772
C -2.763 3.734 4.777
C 1.416 -1.984 -1.921
H 3.008 0.670 -0.876
H 4.469 -2.516 -3.336
H 4.872 -0.363 -2.170
H 0.604 -5.343 -3.691

Mulliken population analysis, charges in e, atoms 1 to 5:
1 Cs 1.176
2 I -0.003
3 Cl -0.299
4 S -0.715
5 F -0.321